# 1
Density functional theory data (the ωB97M-V functional and the def2-TZVPD basis) for a structure of composition C31H51HoN6O5PS at a distorted geometry.

- HOMO-LUMO gap (spin up / spin down) (eV) = 8.763 / 8.778
- expectation value of S² = 6.004
- ΔE to the lowest compared entry with this formula, charge and spin (kcal per mole) = 11.0
- highest occupied orbital energy (spin up / spin down) (eV) = -16.4427 / -16.4429

Structure (ORCA input):
```
! RIJCOSX wB97M-V def2-TZVPD def2/J DEFGRID3
* xyz 3 5
Ho 0.58599 0.58632 -0.28968
O 5.13885 0.59938 -5.90694
C 4.24289 -0.47712 -5.86436
C 3.51906 -0.45153 -4.55359
C 2.43900 -1.28961 -4.29071
C 1.78146 -1.17045 -3.08899
N 2.12229 -0.31330 -2.11457
C 3.21305 0.45276 -2.33973
C 3.89849 0.42483 -3.54593
C 3.66356 1.35028 -1.24378
C 4.86681 2.02941 -1.33333
C 5.27113 2.90197 -0.32746
C 6.56836 3.63995 -0.45056
O 7.23941 3.19526 -1.59944
C 4.43035 3.03899 0.77174
C 3.26956 2.30392 0.81086
N 2.85956 1.47432 -0.16306
H 5.74816 0.50032 -6.64472
H 4.75195 -1.44431 -5.96021
H 3.49892 -0.42535 -6.66901
H 2.10940 -2.02012 -5.01891
H 0.92218 -1.80570 -2.90901
H 4.72785 1.08408 -3.74165
H 5.54313 1.89923 -2.16186
H 7.16004 3.47315 0.45698
H 6.34427 4.71368 -0.49921
H 8.07063 3.66823 -1.70164
H 4.67586 3.70092 1.59199
H 2.63630 2.36349 1.68499
O -0.55018 1.07917 -2.10256
S -1.68338 1.30550 -3.12450
C -3.20459 0.84999 -2.20217
C -3.74179 -0.43550 -2.82644
C -2.50498 -1.22668 -3.24343
C -1.70780 -0.24044 -4.08535
H -3.90263 1.68483 -2.23050
H -2.85114 0.69033 -1.18330
H -4.34211 -0.20602 -3.70829
H -4.37994 -0.97764 -2.12940
H -2.74825 -2.12899 -3.80294
H -1.93338 -1.50925 -2.35231
H -2.21677 -0.01617 -5.02493
H -0.67515 -0.50922 -4.29945
C -1.17805 4.71436 3.31863
N -0.94262 4.03958 2.04647
C -1.84247 4.33990 0.93405
C -0.00140 3.14608 1.90506
O 0.21772 2.51715 0.83893
H -2.11378 4.37188 3.76152
H -1.24478 5.78914 3.16235
H -0.36233 4.51745 4.01114
H -2.31241 5.30356 1.10424
H -2.61950 3.57727 0.85632
H -1.28084 4.37013 0.00345
H 0.63023 2.99872 2.78572
O -1.31911 0.10654 0.62166
P -1.51778 -1.17463 1.41633
N -3.05452 -1.28690 1.92462
C -3.67089 -2.41249 2.67104
C -5.10208 -1.93213 2.96824
C -5.32216 -0.76122 2.00457
C -3.94863 -0.10792 1.97195
N -0.27964 -1.13234 2.56237
C -0.37979 -0.03289 3.55676
C -1.03456 -0.67868 4.77274
C -0.36225 -2.05598 4.81550
C -0.05629 -2.38988 3.34112
N -1.13152 -2.43578 0.41643
C 0.22905 -2.40579 -0.15256
C 0.62029 -3.87296 -0.30997
C -0.73081 -4.54600 -0.55973
C -1.66605 -3.81955 0.40298
H -3.13504 -2.63062 3.59748
H -3.67448 -3.31033 2.05502
H -5.17419 -1.57982 3.99679
H -5.82893 -2.72851 2.83213
H -6.09909 -0.08155 2.34758
H -5.58379 -1.12439 1.00926
H -3.78912 0.47071 2.88868
H -3.78193 0.53897 1.11320
H -0.95165 0.79912 3.14246
H 0.63172 0.30604 3.80053
H -2.10822 -0.77719 4.59469
H -0.88855 -0.11335 5.69089
H -0.99308 -2.80807 5.28413
H 0.56514 -2.00498 5.38389
H -0.70024 -3.18502 2.96373
H 0.97742 -2.71213 3.21496
H 0.94528 -1.88178 0.50719
H 0.18757 -1.91482 -1.14196
H 1.06186 -4.23697 0.61836
H 1.33579 -4.02875 -1.11520
H -0.70215 -5.61687 -0.37476
H -1.05075 -4.38725 -1.59145
H -1.62474 -4.28198 1.39157
H -2.69828 -3.81997 0.05627
*
```


# 2
Density functional theory data (the ωB97M-V functional and the def2-TZVPD basis) for a structure of composition C31H52BrN4P3Pt at a distorted geometry.

- HOMO-LUMO gap (spin up / spin down) (eV) = 5.195 / 3.916
- expectation value of S² = 2.151
- ΔE to the lowest compared entry with this formula, charge and spin (kcal per mole) = 64.8
- highest occupied orbital energy (spin up / spin down) (eV) = -12.9698 / -12.8733

Structure (ORCA input):
```
! RIJCOSX wB97M-V def2-TZVPD def2/J DEFGRID3
* xyz 2 3
N -3.41576 -5.96279 2.41036
C -3.65320 -4.93914 3.24146
C -2.98755 -3.70634 3.09234
C -2.14720 -3.53265 1.97822
C -1.80624 -4.64817 1.20826
C -2.52499 -5.84969 1.42658
C -1.88118 -2.14388 1.47239
Pt -0.06940 -1.37504 1.02813
P -0.19495 2.15812 -3.23019
C -1.70672 -2.00558 -0.01191
C -2.30714 -0.82688 -0.71362
C -2.07256 -0.68755 -2.10368
C -2.40174 0.51506 -2.73876
C -2.71022 1.65270 -1.95666
C -3.24769 1.42530 -0.68381
C -3.00754 0.19512 -0.06674
Br -0.93928 3.23377 -0.77111
H -2.55791 -1.43117 1.99548
H -1.67481 -2.91525 -0.62426
H -3.14025 -2.89635 3.82338
H -1.01301 -4.57672 0.45518
H -4.37533 -5.08991 4.04722
H -2.34186 -6.71508 0.79209
H -1.59666 -1.52518 -2.64727
H -3.30664 0.08166 0.97461
H -2.41415 0.55399 -3.82503
H -3.72964 2.21813 -0.12740
P 1.90689 -1.58100 0.05573
C -1.36084 3.51612 -3.57054
C -2.29139 4.06178 -4.62092
H -1.31640 4.22804 -2.69577
H -2.66535 2.64720 -2.46297
H -3.33325 4.24467 -4.26140
H -1.91853 5.07635 -4.87578
H -2.38739 3.42770 -5.51777
C 0.07918 0.79636 -4.51844
C 0.80252 1.07184 -5.84810
H -0.91553 0.39183 -4.76037
H 0.59796 0.00615 -3.93410
H 0.88445 0.11971 -6.39728
H 0.23006 1.75197 -6.49195
H 1.81886 1.46043 -5.71364
C 1.48427 2.67144 -2.63949
C 1.86925 4.11490 -2.96592
H 2.26056 1.93988 -2.93405
H 1.36650 2.60933 -1.55083
H 2.80635 4.38528 -2.46336
H 2.01187 4.26182 -4.04039
H 1.12299 4.83725 -2.62421
C 3.25922 -0.41574 0.48843
C 4.63401 -0.96634 0.12054
H 3.19199 -0.21301 1.56717
H 3.02195 0.51321 -0.05034
H 4.96238 -1.72813 0.83764
H 4.64163 -1.41073 -0.88043
H 5.39418 -0.17547 0.13565
C 1.73190 -1.34732 -1.76905
C 1.34384 -2.63688 -2.49937
H 2.67665 -0.96244 -2.19302
H 0.98637 -0.54341 -1.90298
H 2.00840 -3.45829 -2.19190
H 0.30416 -2.94687 -2.29011
H 1.45148 -2.50556 -3.59461
C 2.68625 -3.24742 0.27488
C 2.74111 -3.69868 1.71787
H 3.69461 -3.26696 -0.15579
H 2.08515 -3.94308 -0.32084
H 2.81854 -4.78842 1.76733
H 3.61524 -3.30327 2.23351
H 1.85448 -3.40169 2.28556
C 0.03689 3.31102 3.23497
N -1.20533 2.53303 3.51334
C -1.15916 1.98438 4.89950
N 0.04767 1.19036 5.17199
C 1.25050 2.01713 4.89142
N 1.25142 2.53553 3.51256
C 1.50317 1.49743 2.55643
P 0.05839 0.30386 2.60375
C -1.39978 1.46497 2.53116
C 0.06943 -0.07412 4.45655
H 0.04369 4.17793 3.91973
H -0.00125 3.62534 2.17951
H -2.04491 1.35782 5.06583
H -1.13612 2.83441 5.59972
H 2.14775 1.40273 5.05848
H 1.22247 2.88769 5.56289
H 1.59265 1.87902 1.52538
H 2.38055 0.90045 2.85151
H -2.27655 0.86139 2.82426
H -1.49834 1.83129 1.48974
H 0.99100 -0.63484 4.65391
H -0.80713 -0.68587 4.70355
*
```


# 3
Density functional theory data (the ωB97M-V functional and the def2-TZVPD basis) for a structure of composition C31H52CrGeN7P3.

- HOMO-LUMO gap (spin up / spin down) (eV) = 4.962 / 6.564
- expectation value of S² = 3.800
- ΔE to the lowest compared entry with this formula, charge and spin (kcal per mole) = 31.4
- highest occupied orbital energy (spin up / spin down) (eV) = -6.7252 / -8.4762

Structure (ORCA input):
```
! RIJCOSX wB97M-V def2-TZVPD def2/J DEFGRID3
* xyz 1 4
Cr 0.38149 -0.23148 0.08902
N -2.04987 0.18731 -1.95526
P -2.18722 -0.44089 -0.35985
C -2.96737 -2.06163 -0.64231
C -3.39604 -2.79967 0.46219
C -3.93285 -4.06518 0.29691
C -4.04822 -4.61046 -0.97594
C -3.63055 -3.88358 -2.07883
C -3.09263 -2.61338 -1.91374
C -3.54221 0.58467 0.25781
C -3.25145 1.57995 1.18879
C -4.25849 2.42001 1.64336
C -5.55431 2.26414 1.17211
C -5.84883 1.26945 0.24861
C -4.84795 0.42491 -0.20405
C -0.90346 -0.00394 -2.70690
C -0.94175 0.09713 -4.10274
C 0.22067 -0.09912 -4.81222
C 1.39623 -0.40441 -4.12781
C 1.34246 -0.48180 -2.75659
N 0.22614 -0.26858 -2.03798
H -2.89522 0.35511 -2.48533
H -3.32248 -2.38387 1.46058
H -4.26458 -4.62686 1.15965
H -4.46634 -5.59920 -1.10481
H -3.71936 -4.30456 -3.07105
H -2.75253 -2.06862 -2.78434
H -2.23552 1.70578 1.54288
H -4.03132 3.19086 2.36782
H -6.34137 2.91345 1.53054
H -6.86156 1.14495 -0.11066
H -5.08813 -0.36781 -0.90256
H -1.87715 0.31941 -4.59881
H 0.21402 -0.02499 -5.89112
H 2.32863 -0.58079 -4.64227
H 2.22048 -0.71571 -2.17298
C 1.08253 0.38289 3.85431
P 0.20220 -0.53748 2.54589
C -1.48609 -0.50333 3.27624
C 0.70353 -2.26474 2.94666
C 0.17676 -3.20894 1.87079
P 0.73158 -2.60119 0.22624
C 0.01336 -3.87101 -0.88001
C 2.47835 -3.12792 0.19133
H 0.66630 0.11400 4.82708
H 1.00554 1.45839 3.70570
H 2.14127 0.12261 3.86128
H -1.50455 -1.01880 4.23812
H -2.22470 -0.95611 2.61553
H -1.78443 0.53340 3.43949
H 0.36771 -2.54872 3.94681
H 1.79759 -2.28431 2.95451
H -0.91744 -3.22937 1.87094
H 0.51778 -4.23676 2.02184
H 0.52225 -4.82475 -0.72860
H 0.12761 -3.57666 -1.92433
H -1.04814 -4.00581 -0.68084
H 2.58633 -4.12043 0.63348
H 3.11186 -2.41992 0.71720
H 2.81026 -3.17734 -0.84641
C -1.38824 3.71718 -1.77548
N -0.29423 4.05729 -0.89246
C -0.08897 5.45885 -0.56753
C 0.28621 3.07558 -0.11354
N -0.21508 1.86794 -0.01378
N 1.44318 3.45016 0.48756
C 2.27595 2.73992 1.34751
N 2.65465 3.34431 2.56527
N 2.44973 1.39057 1.24837
H -1.51129 4.51784 -2.50181
H -2.34300 3.57718 -1.25163
H -1.15788 2.80563 -2.32750
H -0.85313 6.05150 -1.06384
H 0.88088 5.83222 -0.91362
H -0.17551 5.64188 0.50681
H -1.09938 1.87735 -0.50653
H 1.78405 4.36655 0.24217
H 2.18971 4.22085 2.75011
H 3.65754 3.46356 2.66297
H 2.81765 0.96906 2.08234
C 5.22225 1.73523 -0.53742
Ge 4.27327 0.05737 -0.18314
C 4.80302 -1.16686 -1.62423
C 5.02139 -0.61815 1.50611
C 2.37577 0.56514 0.03365
H 6.29851 1.60210 -0.42156
H 4.89252 2.51105 0.15397
H 5.03203 2.08204 -1.55354
H 5.87808 -1.04377 -1.76251
H 4.33034 -0.92281 -2.57504
H 4.61407 -2.21446 -1.39703
H 6.08300 -0.81720 1.35418
H 4.56919 -1.53590 1.87920
H 4.95392 0.14005 2.28778
H 2.24100 1.28243 -0.79114
*
```


# 4
Density functional theory data (the ωB97M-V functional and the def2-TZVPD basis) for a structure of composition C31H52FN3NbO5PS4 at a distorted geometry.

- HOMO-LUMO gap (spin up / spin down) (eV) = 6.825 / 6.824
- expectation value of S² = 0.754
- highest occupied orbital energy (spin up / spin down) (eV) = -5.3336 / -5.3332

Structure (ORCA input):
```
! RIJCOSX wB97M-V def2-TZVPD def2/J DEFGRID3
* xyz -1 2
C 3.16856 -2.69810 4.98658
C 2.07716 -2.88791 3.90835
Nb 2.36391 -1.75078 1.97872
C 1.43110 -3.57941 1.00151
C -0.06253 -3.39895 0.75804
C -0.66931 -4.56723 -0.04316
S -2.48233 -4.64873 0.15247
C -3.00225 -2.99663 -0.08591
S -2.41158 -1.99876 -1.22452
N -4.02786 -2.63668 0.84099
C -3.73985 -1.36527 1.50675
C -4.74597 -1.19642 2.66295
O -5.88396 -2.03533 2.52946
C -6.37198 -2.01372 1.21030
C -5.33611 -2.55118 0.19539
C 4.38510 -2.75589 1.87681
C 5.43070 -2.17859 0.99407
O 5.49791 -2.43129 -0.19838
C 6.46373 -1.27663 1.61381
C 6.80942 -0.06226 1.03961
C 7.74650 0.77105 1.63600
C 8.35941 0.38771 2.81991
C 8.04439 -0.83812 3.39034
C 7.09852 -1.65864 2.79607
C 2.45472 -1.16705 -0.21272
C 3.39780 -0.03842 -0.64320
C 4.06872 -0.28347 -1.99766
F 2.61438 1.13177 -0.79737
N 0.41188 -0.87912 2.19147
C 0.21292 0.19568 1.70659
S -0.21252 1.44308 0.80916
P 3.34199 0.49632 2.98692
O 4.86506 0.49229 3.55404
O 3.36066 1.82791 2.06206
S 2.15098 0.80103 4.53721
H 2.81341 -2.03196 5.77331
H 3.39974 -3.65141 5.47016
H 4.11136 -2.27589 4.62822
H 1.97232 -3.95833 3.70827
H 1.11544 -2.57033 4.32023
H 1.94391 -3.77975 0.05552
H 1.59212 -4.44266 1.65472
H -0.58976 -3.34490 1.71160
H -0.23244 -2.49449 0.18157
H -0.30217 -5.51205 0.35472
H -0.41984 -4.45702 -1.09772
H -2.73268 -1.38390 1.92020
H -3.83218 -0.52119 0.82019
H -5.08173 -0.15087 2.70178
H -4.29717 -1.43712 3.62443
H -7.27542 -2.62133 1.18381
H -6.67015 -0.99243 0.94050
H -5.64799 -3.53632 -0.15468
H -5.31745 -1.87678 -0.67286
H 4.77882 -2.94308 2.87436
H 4.10889 -3.72320 1.44246
H 6.33837 0.25903 0.11916
H 7.97289 1.72228 1.17332
H 9.07754 1.04621 3.29205
H 8.51432 -1.14929 4.31489
H 6.84309 -2.60681 3.25136
H 2.76260 -2.06941 -0.75036
H 1.46666 -0.92544 -0.62270
H 4.14933 0.20645 0.10749
H 4.01142 0.63524 -2.58413
H 5.11336 -0.56939 -1.88808
H 3.54465 -1.05567 -2.55916
H 4.78856 0.41521 4.51618
H 2.46656 2.17513 1.93106
C -2.04314 3.26523 -4.80307
C -3.57662 3.43924 -4.82033
C -3.95032 4.92407 -4.78902
C -3.71592 5.58489 -3.43048
C -4.40267 4.80096 -2.31203
C -4.02715 3.31753 -2.29869
N -4.21322 2.73644 -3.66400
O -5.45139 2.46122 -3.89742
C -2.58146 3.14226 -1.80257
C -4.91677 2.56736 -1.32154
C -4.07619 2.80939 -6.11601
H -1.65910 3.26390 -5.82324
H -1.52547 4.06454 -4.27662
H -1.75971 2.31625 -4.34880
H -5.00813 5.02864 -5.05200
H -3.38109 5.44232 -5.56513
H -2.64585 5.67727 -3.22720
H -4.10802 6.60400 -3.45263
H -4.15390 5.23262 -1.33992
H -5.48758 4.89417 -2.42951
H -2.25031 2.10767 -1.91001
H -2.52164 3.39512 -0.74354
H -1.87014 3.78406 -2.31463
H -5.97444 2.71718 -1.53184
H -4.71670 2.92404 -0.31012
H -4.70525 1.50152 -1.35865
H -3.85338 1.74165 -6.14076
H -3.57211 3.28728 -6.95693
H -5.14803 2.93842 -6.24784
*
```


# 5
Density functional theory data (the ωB97M-V functional and the def2-TZVPD basis) for a structure of composition C31H52O2 at a distorted geometry.

- HOMO-LUMO gap (eV) = 8.774
- ΔE to the lowest compared entry with this formula, charge and spin (kcal per mole) = 702.7
- highest occupied orbital energy (eV) = -8.1213

Structure (ORCA input):
```
! RIJCOSX wB97M-V def2-TZVPD def2/J DEFGRID3
* xyz 0 1
C 3.30572 -6.33798 1.73830
H 2.93721 -6.25017 2.67035
C 2.62451 -5.17958 0.74592
H 3.15458 -5.21198 -0.14491
H 3.15112 -4.20946 1.34636
C 1.21579 -5.45536 0.89699
C 0.47871 -4.16106 0.61397
H 1.22613 -3.58574 -0.39245
H -0.34634 -4.40716 -0.20598
C 0.12510 -3.15767 1.57987
H -0.43419 -3.97684 2.23631
H -0.62883 -2.67800 1.11584
C 1.41821 -2.24722 2.21527
C 1.51405 -2.93218 3.50749
H 0.88622 -2.73358 4.17674
H 1.73328 -4.04003 3.61119
H 2.52907 -2.34219 4.09586
H 2.10835 -2.45160 1.63441
C 0.79786 -0.81990 2.11204
H -0.23946 -0.88318 2.79238
C 0.84895 -0.09000 0.89453
C -0.61035 -0.42400 0.14007
H -0.55945 -1.28814 -0.47488
C -0.71644 0.73478 -0.90117
H 0.35247 0.67651 -1.95074
H -1.52108 0.71571 -1.62518
C -0.50979 2.34073 -0.29048
C 0.53547 2.44378 0.33970
C 0.63373 1.29534 1.64312
C 1.75179 1.44167 2.61688
H 1.57637 2.09517 3.22576
H 2.85738 1.66502 2.01569
C 1.79157 -0.02862 3.07782
H 1.66285 -0.02672 4.23602
H 2.89365 -0.44400 3.07066
H -0.43571 1.35015 1.94563
C 0.64434 3.87302 1.06029
C -0.20501 4.87670 0.45978
C -0.59649 4.67580 -0.89380
C -1.28037 5.67359 -1.65151
C -2.81326 5.78551 -1.51177
C -3.27475 4.05290 -1.29376
C -2.09601 3.24058 -2.08939
H -1.98447 3.65547 -3.07356
H -2.46794 2.18313 -2.23277
C -0.74234 3.51394 -1.51294
C 0.33326 3.29563 -2.52086
H 0.13491 2.47916 -3.11822
H 0.35223 4.04053 -3.39960
H 1.29981 2.93738 -2.15149
H -4.12489 4.09388 -1.87196
H -3.08871 4.02703 -0.43810
H -3.19713 6.46863 -1.03240
O -3.23467 6.24908 -2.81702
C -4.51561 6.76700 -2.89172
O -5.39644 6.69676 -1.98507
C -4.66998 7.09262 -4.38406
H -3.89892 6.95479 -4.96807
H -5.24476 8.07127 -4.42563
H -5.79962 6.52879 -4.62197
H -0.80363 6.90248 -1.26014
H -0.93411 5.85206 -2.64342
H 0.10444 5.96494 0.63682
H 1.50334 3.98592 1.70266
H -0.11459 3.82298 2.14620
H 1.52311 2.52929 -0.05911
H -1.48791 2.38185 0.32586
H -1.55839 -0.24408 0.68436
C 2.06148 -0.37740 0.23648
H 1.58708 -1.25040 -0.23183
H 1.97545 0.48782 -0.66980
H 2.82615 -0.25301 0.77360
H 0.88308 -5.77492 1.79501
C 0.77905 -6.68460 -0.43771
C -0.54734 -6.96274 0.19852
H -0.85111 -7.84168 -0.60813
H -1.33843 -6.40393 -0.13014
H -0.70625 -7.39041 1.11940
C 0.96178 -6.08891 -1.86837
H 0.16268 -5.49081 -1.84759
H 0.76113 -7.23897 -2.16915
H 1.97886 -5.76180 -1.81219
H 1.36985 -7.47413 0.24335
H 4.42156 -6.11337 1.90108
H 3.20103 -7.20589 1.03045
*
```